# 1
The following is a DFT calculation (ωB97M-V/def2-TZVPD) of a structure of composition C42H64N4O4SSr in a non-equilibrium geometry.

```
! RIJCOSX wB97M-V def2-TZVPD def2/J DEFGRID3
* xyz -2 1
Sr -1.18 -23.05 8.66
C -0.26 -25.91 7.73
N 0.87 -25.06 7.59
C 1.97 -25.47 8.42
C 1.24 -24.82 6.21
C 0.15 -24.12 5.34
N -0.20 -22.79 5.70
C 0.96 -21.92 5.58
C 0.76 -20.48 5.92
C 1.08 -19.48 4.99
C 1.05 -18.11 5.32
C 0.70 -17.79 6.63
C 0.39 -18.74 7.60
C 0.39 -20.11 7.27
O 0.09 -21.03 8.10
C -0.08 -18.35 9.02
C 0.92 -18.79 10.16
C -1.52 -18.88 9.23
C -0.24 -16.84 9.11
C 1.73 -17.16 4.35
C 1.19 -17.11 2.94
C 1.77 -15.71 4.86
C 3.17 -17.66 4.24
C -1.29 -22.40 4.79
C -2.28 -21.34 5.13
C -2.46 -20.16 4.41
C -3.54 -19.29 4.60
C -4.43 -19.70 5.60
C -4.31 -20.87 6.37
C -3.19 -21.72 6.16
O -2.96 -22.81 6.83
C -5.35 -21.23 7.45
C -4.61 -21.30 8.81
C -6.43 -20.13 7.61
C -6.05 -22.54 7.17
C -3.86 -18.04 3.75
C -4.81 -17.00 4.31
C -2.60 -17.24 3.38
C -4.49 -18.46 2.42
H -0.21 -26.85 7.15
H -0.37 -26.19 8.80
H -1.17 -25.43 7.39
H 2.49 -26.35 8.01
H 2.68 -24.63 8.48
H 1.62 -25.74 9.41
H 2.15 -24.28 6.18
H 1.50 -25.81 5.74
H 0.52 -24.11 4.32
H -0.75 -24.74 5.38
H 1.68 -22.37 6.24
H 1.34 -21.91 4.53
H 1.43 -19.79 4.00
H 0.77 -16.73 6.91
H 1.28 -19.79 9.97
H 1.80 -18.15 10.20
H 0.45 -18.77 11.14
H -1.56 -19.96 9.23
H -1.97 -18.58 10.19
H -2.18 -18.59 8.40
H 0.73 -16.36 8.95
H -0.91 -16.45 8.33
H -0.65 -16.60 10.10
H 0.18 -16.66 2.88
H 1.90 -16.53 2.31
H 1.12 -18.10 2.51
H 0.73 -15.34 5.04
H 2.40 -15.57 5.78
H 2.18 -15.09 4.06
H 3.21 -18.73 4.02
H 3.73 -17.16 3.43
H 3.71 -17.46 5.14
H -0.82 -22.17 3.82
H -1.89 -23.28 4.77
H -1.66 -19.91 3.71
H -5.35 -19.14 5.75
H -4.08 -20.35 9.04
H -5.32 -21.58 9.59
H -3.93 -22.14 8.77
H -6.02 -19.17 8.01
H -6.91 -20.02 6.65
H -7.22 -20.53 8.21
H -5.36 -23.26 6.75
H -6.48 -22.94 8.06
H -6.83 -22.35 6.46
H -4.35 -16.50 5.18
H -5.02 -16.28 3.52
H -5.80 -17.38 4.63
H -2.03 -17.02 4.26
H -1.99 -17.78 2.64
H -2.91 -16.33 2.87
H -5.50 -18.94 2.59
H -4.61 -17.57 1.75
H -3.88 -19.18 1.90
N -0.61 -21.72 11.19
C 0.31 -22.27 12.17
C -0.04 -23.75 12.52
C 0.24 -24.73 11.36
O 0.79 -25.85 11.61
O -0.15 -24.35 10.20
H -0.62 -20.71 11.14
H -1.56 -21.97 11.49
H 0.28 -21.78 13.17
H 1.36 -22.19 11.84
H -1.10 -23.79 12.75
H 0.48 -24.12 13.43
S -4.25 -22.84 11.88
C -4.55 -24.00 10.66
C -5.84 -24.52 10.45
C -6.09 -25.47 9.47
C -5.05 -25.97 8.69
C -3.82 -25.37 8.92
N -3.57 -24.36 9.82
H -6.64 -24.12 11.02
H -7.11 -25.86 9.37
H -5.15 -26.73 7.96
H -2.96 -25.67 8.33
*
```

Frontier orbital gap ... 0.2178 Ha
Electronic energy ... -2587.89646 hartree
HOMO ... -1.92 eV
Energy relative to the best compared isomer or geometry (same formula, charge and spin) ... 55.3 kJ/mol

# 2
The following is a DFT calculation (ωB97M-V/def2-TZVPD) of a cluster of 7 separate species, C23H46O17 in total in a non-equilibrium geometry.

```
! RIJCOSX wB97M-V def2-TZVPD def2/J DEFGRID3
* xyz 0 1
C -8.46 27.09 -11.78
O -9.47 28.04 -11.50
C -10.60 28.05 -12.26
O -10.98 27.20 -13.04
O -11.07 29.33 -12.25
C -12.01 29.90 -13.11
H -8.90 26.09 -11.71
H -7.61 27.14 -11.10
H -8.02 27.14 -12.77
H -12.50 30.74 -12.62
H -12.74 29.18 -13.47
H -11.57 30.33 -14.01
C -3.35 26.00 -15.33
O -2.96 27.16 -16.01
C -2.26 28.02 -15.37
O -1.88 27.93 -14.20
O -1.97 29.08 -16.18
C -1.15 30.18 -15.67
H -3.33 25.22 -16.08
H -4.32 26.00 -14.82
H -2.59 25.63 -14.63
H -1.51 31.16 -16.01
H -0.11 30.11 -15.99
H -1.07 30.16 -14.59
C -1.19 20.69 -9.64
O -0.63 20.27 -10.88
C -1.14 19.11 -11.46
O -1.97 18.30 -10.96
O -0.53 18.95 -12.63
C -0.85 17.92 -13.56
H -1.56 21.70 -9.81
H -0.45 20.82 -8.85
H -2.09 20.24 -9.23
H -0.29 17.95 -14.50
H -1.92 17.87 -13.75
H -0.60 16.99 -13.04
C -2.10 22.26 -14.03
O -3.05 21.39 -14.51
C -4.01 20.96 -13.77
O -4.25 21.36 -12.63
O -4.81 20.19 -14.54
C -5.90 19.60 -13.89
H -2.63 23.01 -13.46
H -1.81 22.88 -14.88
H -1.26 21.76 -13.55
H -5.68 19.36 -12.85
H -6.07 18.61 -14.32
H -6.83 20.17 -13.88
C -7.34 23.25 -12.38
O -8.69 23.09 -12.08
C -9.43 22.25 -12.81
O -9.23 21.88 -13.99
O -10.51 22.03 -12.01
C -11.81 21.85 -12.60
H -6.79 22.33 -12.21
H -6.92 24.01 -11.71
H -7.06 23.53 -13.39
H -12.55 22.46 -12.07
H -11.90 20.77 -12.48
H -11.83 22.18 -13.63
C -3.49 29.05 -11.05
C -2.96 30.30 -11.63
C -4.18 31.01 -12.17
O -4.89 29.92 -12.73
C -4.67 28.73 -11.99
H -3.94 29.32 -10.10
H -2.84 28.18 -10.93
H -2.28 30.19 -12.48
H -2.27 30.89 -11.02
H -4.05 31.93 -12.73
H -4.78 31.40 -11.35
H -4.34 27.85 -12.55
H -5.44 28.40 -11.29
C -3.93 24.27 -10.64
C -4.19 24.70 -9.18
C -5.22 25.91 -9.43
O -5.58 25.89 -10.84
C -4.55 25.30 -11.55
H -4.46 23.35 -10.91
H -2.85 24.21 -10.72
H -3.32 25.05 -8.61
H -4.75 23.84 -8.81
H -4.78 26.87 -9.17
H -6.08 25.96 -8.76
H -3.71 25.94 -11.84
H -4.85 24.94 -12.54
*
```

Frontier orbital gap ... 0.3642 Ha
Electronic energy ... -2182.90090 hartree
HOMO ... -9.38 eV
SMILES string ... COC(=O)OC.COC(=O)OC.COC(=O)OC.COC(=O)OC.COC(=O)OC.C1CCOC1.C1CCOC1
Energy relative to the best compared isomer or geometry (same formula, charge and spin) ... 0.0 kJ/mol

# 3
The following is a DFT calculation (ωB97M-V/def2-TZVPD) of a structure of composition C15H18ClO4S5Sn.

```
! RIJCOSX wB97M-V def2-TZVPD def2/J DEFGRID3
* xyz 1 1
Sn 0.33 0.40 -0.24
C 2.61 -2.66 0.85
C 1.84 -2.12 -0.33
C 2.48 -1.35 -1.32
C 3.90 -0.88 -1.16
C 1.77 -1.01 -2.49
C 2.48 -0.30 -3.62
C 0.40 -1.28 -2.60
C -0.38 -0.84 -3.81
C -0.26 -2.00 -1.57
C -1.73 -2.33 -1.71
C 0.48 -2.48 -0.47
C -0.14 -3.44 0.51
H 3.54 -2.13 1.03
H 2.86 -3.71 0.68
H 2.02 -2.62 1.77
H 4.60 -1.61 -1.58
H 4.17 -0.73 -0.12
H 4.07 0.06 -1.68
H 2.33 0.79 -3.57
H 2.10 -0.63 -4.59
H 3.54 -0.49 -3.61
H -1.40 -0.55 -3.55
H -0.45 -1.65 -4.53
H 0.08 0.01 -4.30
H -1.86 -3.09 -2.49
H -2.30 -1.46 -2.00
H -2.16 -2.71 -0.79
H -0.59 -2.94 1.37
H 0.60 -4.14 0.89
H -0.92 -4.04 0.03
S -2.88 2.98 5.68
C -1.84 2.42 4.60
S -1.53 0.71 4.38
C -0.37 0.83 3.14
C -0.03 2.23 2.72
S 1.10 2.60 1.60
S -0.92 3.45 3.52
S 0.32 -0.51 2.49
O -1.66 0.87 0.63
Cl -2.42 1.70 -0.43
O -1.45 2.66 -0.88
O -3.53 2.27 0.21
O -2.76 0.80 -1.48
*
```

Frontier orbital gap ... 0.2270 Ha
Electronic energy ... -3548.27979 hartree
HOMO ... -12.28 eV
Energy relative to the best compared isomer or geometry (same formula, charge and spin) ... 33.3 kJ/mol